C45H42BBaN10O2S4Se2 | ωB97M-V with the def2-TZVPD basis set

Charge: -1
E_LUMO (eV): 2.003
HOMO (eV): -4.191

Each line ends with the Mulliken charge.
Geometry (Å):
C: -0.6810 4.6287 2.1301  -1.130
S: -3.8082 -0.6521 0.1656  -0.502
H: 1.8057 -6.2298 4.5357  0.398
C: 1.7163 0.1858 -6.0022  -0.769
H: 0.0508 -5.0328 3.2479  0.345
S: -4.6946 -4.2511 2.4118  -0.151
C: -2.7748 -2.2784 -2.4362  0.072
S: -2.0509 -3.0868 1.8841  -0.648
N: 1.6392 -0.4898 2.3435  -0.232
H: -3.8101 -2.6423 -4.2805  0.571
C: 4.1668 2.0844 2.8654  -1.598
Se: -3.6627 -0.6385 -2.1715  0.521
H: 3.6551 2.9478 3.2816  0.246
H: 1.8722 -5.2688 -0.4350  0.211
C: -1.3078 -3.8598 -1.7016  -0.436
H: -2.6744 -4.8435 -4.6241  0.396
H: 3.8389 -5.0245 5.2359  0.398
H: 0.3563 -2.6022 -4.6698  0.364
C: 3.2546 -3.1857 4.3143  -0.681
C: 3.2678 0.9034 2.8197  0.655
C: 2.4714 -1.1288 3.1617  -0.054
S: -6.1898 -2.2947 0.8542  -0.149
C: -5.1688 2.5182 1.6720  -0.474
C: 2.2865 -2.5159 3.5628  0.115
C: 1.1383 -3.2063 3.1802  1.020
C: 2.4499 -2.8431 -0.0518  0.215
H: -2.4225 5.0147 -4.1958  0.380
C: -1.5472 -4.6691 -2.7954  -0.962
C: -3.7151 -3.0030 1.6038  0.020
N: -0.9150 2.5098 1.5064  -0.362
C: 0.5667 4.0741 1.9456  0.590
H: -1.2860 4.7626 -1.9724  0.539
H: 1.8973 -5.4629 1.3316  0.184
H: 2.6563 4.2415 2.4358  0.028
H: -3.1197 2.9458 -5.4046  0.459
C: -5.1092 4.8047 2.3683  -0.616
H: 0.9196 -1.4191 -2.5899  0.635
C: 0.9616 -4.5286 3.5362  -0.545
N: 3.0827 -3.9119 0.5122  -0.120
C: -3.7909 2.5031 1.6069  -0.035
C: -2.6195 2.9028 -4.4486  -0.824
H: -5.7209 1.6224 1.4251  0.445
H: 4.5904 3.5572 -0.5654  0.376
H: -0.8727 5.6403 2.4310  0.490
H: 0.8494 -1.5707 -6.8594  0.392
N: -1.8965 -2.6846 -1.5296  0.522
H: 3.7472 -1.5050 0.8000  0.381
C: 2.7756 2.5165 -0.9130  0.534
C: -2.4570 -4.2366 -3.7560  -0.553
C: -1.3836 2.6249 -2.0555  -0.463
C: -1.5926 3.5992 1.8466  0.160
C: 1.7219 0.2977 -3.5924  0.710
C: 1.8146 4.8603 2.1552  -1.414
H: -1.0371 -5.6134 -2.9043  0.452
B: 1.2294 1.5437 1.0933  -0.917
H: 0.3879 -2.6863 2.6058  -0.025
C: -2.3724 1.6590 -3.8663  0.217
H: 3.7444 -3.7398 1.2528  0.243
Se: -2.9478 0.0921 -4.7314  -0.296
C: 1.1330 -0.9647 -3.5467  0.119
N: 3.1205 -1.6598 0.0288  -0.232
C: 2.0171 1.0397 -2.3739  -0.254
H: -0.8927 2.4625 -1.1049  0.800
N: -1.7601 1.5290 -2.6977  0.255
H: 0.3644 0.7392 0.8754  -1.218
C: 3.0814 -4.5135 4.6554  -0.677
H: -0.6098 -4.1427 -0.9278  0.450
C: 2.0203 0.8595 -4.8343  -0.849
H: -3.1822 5.6900 2.5496  0.317
C: 3.5376 3.6298 -0.2921  -1.391
C: -3.7283 4.7912 2.3016  -0.681
C: -4.4314 -2.0985 0.8899  -0.004
H: -5.6188 5.7081 2.6760  0.377
N: 1.4769 0.7635 -1.1900  0.622
C: 3.5298 -0.2699 3.4955  -0.870
H: 2.5758 -0.8619 -0.2815  -0.123
O: -7.3208 -4.2106 2.2381  -0.629
N: 2.1093 0.7504 2.1278  0.614
H: 2.0586 5.4180 1.2522  0.138
H: -6.9192 3.6944 2.0757  0.397
O: 1.4220 -2.9628 -0.7007  -0.379
H: 1.9422 0.6341 -6.9607  0.377
C: -1.5970 3.9013 -2.5439  -0.969
C: 1.9378 -5.1914 4.2666  -0.386
H: 3.1657 4.5846 -0.6581  0.276
C: 2.8581 2.1561 -2.2412  -1.355
H: -3.2672 1.6109 1.3113  0.428
H: 2.4683 1.8412 -4.8899  0.313
Ba: -0.9525 -0.9213 0.0726  0.867
C: -6.2883 -3.6925 1.9105  0.580
H: 3.4593 2.6424 -2.9814  0.520
C: -5.8386 3.6725 2.0452  -0.543
N: 0.4052 2.7778 1.5581  1.948
H: 3.3051 -5.9660 0.3501  0.343
C: -3.0944 -3.0320 -3.5689  -0.644
H: 4.3620 -0.4496 4.1477  0.487
C: -3.0462 3.6385 1.9152  0.413
H: 4.5518 2.3279 1.8788  0.299
H: 4.1458 -2.6679 4.6383  0.320
N: 1.9182 1.6711 -0.2947  1.195
C: 0.8266 -1.6302 -4.7181  -0.620
H: 3.4369 3.5941 0.7782  -0.025
H: 1.6406 5.5809 2.9540  0.508
H: 5.0068 1.8477 3.5144  0.420
C: 1.1129 -1.0589 -5.9462  -0.560
C: 2.5043 -5.2330 0.4504  -0.754
C: -2.2280 4.0363 -3.7756  -0.548

=====

C45H42ClCsN7O9STe | ωB97M-V with the def2-TZVPD basis set

Charge: -1
E_LUMO (eV): 1.740
HOMO (eV): -4.866

Each line ends with the Mulliken charge.
Geometry (Å):
C: -0.8113 -2.7907 -4.8385  -1.885
C: 6.8946 0.2798 2.5501  0.581
C: -4.8188 2.9370 3.2095  -0.045
O: 8.0434 0.7032 -1.8769  -0.704
C: 2.8085 -0.8868 3.0341  -0.452
O: -0.4197 1.2384 2.4339  -0.302
H: -4.2106 -2.3513 4.8120  0.454
O: 7.7585 -0.1183 3.2852  -0.610
C: -1.4814 3.6837 -0.0929  -0.824
H: 5.2887 3.2843 -0.8970  0.506
C: -1.2973 4.3820 -3.0808  -0.122
C: -1.3026 4.3993 -4.4693  -0.676
N: 1.4514 -1.2423 3.1243  0.287
C: -2.6239 0.9332 -2.4881  -0.157
C: 3.8409 -1.6792 3.5309  -0.284
S: -0.3874 -4.6710 -0.0485  -0.432
C: 4.0995 -0.3730 -1.5439  1.131
H: -1.1334 2.1016 4.1018  0.110
C: -3.5344 2.6127 3.5472  -0.923
H: -4.5100 -3.9614 1.8301  0.344
H: -3.1048 3.0001 4.4669  0.366
H: 4.6171 1.6322 1.6981  0.953
O: 0.8717 3.6371 -0.3347  -0.574
Cl: -5.7940 3.9479 4.2574  -0.281
C: -3.2770 1.2413 1.4894  -0.416
H: 0.2332 -2.5601 -5.0789  0.401
H: -1.5402 4.5430 0.5802  0.617
C: 3.6176 1.9681 -0.9741  0.088
C: -2.7385 1.8099 2.7087  1.578
C: -0.2004 3.7129 -0.8930  0.455
H: 1.5532 2.6355 -2.5494  0.723
O: 1.8601 0.4165 -1.1412  -0.445
C: 5.4469 -0.0305 -1.6039  -0.082
H: -5.0921 -1.2688 1.0971  0.331
C: -1.3464 1.6829 3.0959  -1.319
C: -5.0004 -1.7101 0.1023  -0.959
O: -2.6260 0.4420 0.7529  -0.498
N: 7.2658 1.5868 -1.5535  1.285
C: 5.4532 -0.0915 2.7017  0.245
H: -2.7173 -2.7050 6.7901  0.422
H: 2.0666 -5.5052 -0.6997  0.299
H: -1.4284 -2.3418 -5.6132  0.491
C: -5.3563 2.4708 1.9977  -0.643
C: -4.6172 1.6648 1.1702  -0.408
H: -2.3807 3.6517 -0.7057  0.244
C: 0.9739 -1.5505 4.2493  -0.569
H: -3.1719 -1.6903 2.6391  0.694
H: -5.8252 -2.3958 -0.0913  0.475
H: -0.9287 -3.8767 -4.8726  0.371
Cs: -0.1935 -0.2275 0.2460  2.005
N: -1.7770 -0.0858 -2.6247  0.279
O: 7.6193 2.7335 -1.3289  -0.668
O: 7.2155 1.0730 1.5104  -0.469
C: 4.4171 0.6981 2.2105  -1.015
C: -0.2849 3.7673 -5.1732  -0.429
H: -0.2959 3.7670 -6.2572  0.385
C: 3.8103 -1.7393 -1.9182  -0.776
H: 1.5328 2.6277 -5.0360  0.431
C: -3.3882 -1.1812 -4.0019  -0.513
H: -0.2584 -2.3290 6.5025  0.414
H: 5.9746 -1.8695 3.7494  0.439
C: -3.1373 -2.2271 4.7377  -1.179
H: -4.5335 1.8144 -2.9123  0.476
C: 0.7648 3.1367 -3.1014  -0.289
H: -5.0144 -0.9085 -0.6395  -0.027
H: 3.6088 -2.6221 4.0126  0.564
C: -2.3096 -2.4168 5.8286  -0.415
C: 5.8771 1.2591 -1.3815  -1.531
N: 1.8144 -4.9823 -1.5261  -0.624
C: -3.8810 0.9648 -3.0659  -1.149
H: 2.2710 0.8956 1.9983  0.814
H: 2.5092 -4.2750 -1.7551  0.296
Te: -3.1384 -2.7433 -0.1271  0.628
C: 3.0908 0.6313 -1.2178  -0.232
C: 0.7451 3.1316 -4.4882  -0.713
C: 4.9383 2.2731 -1.0662  -0.338
C: 3.1016 0.2995 2.3684  -0.285
O: 2.7305 -2.2649 -2.1161  -0.535
H: -3.6678 -2.0536 -4.5802  0.504
N: -0.7105 -2.6987 -2.3916  0.146
H: 6.4652 1.1674 0.8968  0.251
H: 2.8912 2.7292 -0.7097  0.632
H: 1.5838 -1.5550 5.1595  0.426
C: 5.1552 -1.2716 3.3707  -0.872
N: -1.2552 -1.6837 3.3604  0.506
C: -0.4646 -1.8462 4.4226  0.438
H: -2.0981 4.8672 -2.5344  0.408
C: -2.1478 -1.1246 -3.3710  0.439
H: 4.7342 -2.3469 -2.0485  0.242
C: -1.1747 -2.2523 -3.4825  0.164
N: 0.2307 -3.6821 -2.4670  -0.147
H: -5.2511 -0.1530 -4.2898  0.391
C: -0.9458 -2.2139 5.6717  -0.877
H: 6.1813 -0.7856 -1.8611  0.476
H: -2.2693 1.7572 -1.8782  0.811
H: -4.2299 -5.1703 0.5462  0.365
C: -2.5625 -1.8595 3.5231  -0.437
H: -2.9189 -4.7380 1.6731  0.318
H: -1.4566 2.7715 0.4962  -0.298
C: 0.5762 -4.4062 -1.3674  0.177
H: -2.1039 4.8987 -5.0010  0.398
H: -6.3665 2.7541 1.7256  0.417
C: -4.2690 -0.1232 -3.8340  -0.694
H: -5.0439 1.3009 0.2429  0.318
C: -3.7810 -4.3619 1.1211  -1.164
C: -0.2590 3.7590 -2.3920  -0.122
H: 0.8806 -3.6779 -3.2376  0.394

=====

C45H42N8O15 | ωB97M-V with the def2-TZVPD basis set

E_LUMO (eV): -1.753
HOMO (eV): -9.015

Each line ends with the Mulliken charge.
Geometry (Å):
C: 6.2684 0.6835 -1.3958  -1.184
O: -3.1536 -1.3885 -2.8788  -0.530
H: -4.0386 2.4105 2.9032  -0.062
H: 5.4774 1.2195 -1.0558  0.431
H: 4.4934 -2.8775 4.0142  0.220
C: -1.7536 3.7485 5.3632  -0.384
H: -3.1806 0.7805 6.8802  0.442
C: -2.3876 4.4425 -1.0998  -1.031
C: 4.0584 -0.7255 -4.9678  -0.439
C: -1.1626 -4.2615 -1.3918  -0.280
H: -4.9546 -0.2725 1.5312  0.485
C: -1.7666 3.4605 -2.2338  -0.452
O: -2.0526 1.9815 0.9192  -0.258
H: 3.6374 -1.5875 -4.3638  0.327
H: 6.1594 -1.1805 0.6272  0.339
H: -7.8186 0.2495 -1.7698  0.384
C: -2.1286 -4.7205 0.9182  -0.265
C: -4.5156 2.8905 -1.0888  -0.261
C: -2.4056 3.6245 3.9822  0.035
N: -8.5906 2.8655 2.3022  0.852
H: -0.5096 -1.9885 0.4892  0.966
O: 2.0124 -4.5355 1.1752  -0.515
C: 2.1094 -0.5265 -1.2948  0.363
C: -3.9306 1.9715 -2.1268  -0.590
C: -7.4926 0.3665 -0.7318  -0.643
H: -0.4426 -4.5385 -2.2268  0.399
N: -4.5066 4.9315 0.3882  0.995
H: -4.6826 1.0255 4.6882  0.265
C: 7.1634 -4.7675 1.9812  -0.437
C: -2.6886 2.1935 -2.7038  -0.285
C: 1.6974 0.9925 -1.2598  -0.701
O: 5.6474 -2.7265 -2.3648  -0.634
N: -2.1876 -2.2005 -2.7638  0.996
H: 7.3204 -3.2205 3.5742  0.339
O: 4.8574 3.0905 -2.8828  -0.532
C: 4.3044 0.4915 -4.1668  0.488
C: -0.0066 -1.1675 0.0742  -0.025
H: -8.9916 2.1065 -0.3658  0.573
C: 4.1344 -4.2845 1.9862  0.194
C: 5.1574 -0.9305 0.0032  -1.129
C: 4.7464 -5.2385 1.0562  -0.213
C: 5.1434 0.3575 -6.8778  -0.185
O: -3.9816 6.0345 0.6522  -0.613
H: 1.5904 -2.4325 -0.6658  0.891
H: 4.5544 -0.2315 0.3772  0.613
C: -6.4846 1.4065 1.8982  -0.185
O: -9.6416 3.4275 1.9332  -0.536
N: -1.3296 2.8555 7.8082  0.816
C: -8.2316 1.5495 -0.0158  -0.594
C: -3.0686 1.6255 6.2682  -0.805
H: -0.9076 4.5895 5.3662  0.249
H: 4.1194 -5.6835 0.2042  0.310
H: -2.3776 4.4575 3.1712  0.258
C: -3.0366 -3.5625 0.9192  -0.178
O: -8.0946 3.2365 3.4832  -0.542
O: -2.1556 0.0055 1.8092  -0.536
C: 5.3054 1.7385 -6.2748  -0.663
O: -0.8866 3.9755 8.1982  -0.539
C: -3.4506 2.7595 3.7422  0.269
N: -1.5586 0.7415 1.0742  0.872
C: -3.1616 -2.7995 -0.3908  0.119
N: 4.8924 3.0245 -4.0488  0.974
C: 6.3404 -5.4845 1.0192  -0.365
H: -5.3366 2.5905 -0.6498  0.522
N: 5.7184 -0.6505 -1.3348  0.482
C: 4.8334 1.8005 -4.8838  0.094
C: 1.2364 -1.4855 -0.6648  -1.182
O: -1.4246 -2.5565 -3.7118  -0.552
H: -0.7176 3.5425 -2.5688  0.537
C: -7.8426 1.9955 1.4712  -0.260
O: 2.3334 -3.0265 2.7812  -0.562
C: 6.0874 -1.5385 -2.2498  -0.056
H: 6.6094 0.9715 -2.2368  0.434
H: 0.1454 2.5365 -0.3018  0.395
C: -5.8366 0.1875 1.1742  -0.275
C: -2.0916 2.8535 6.5372  0.199
C: 4.6644 -0.8725 -6.3278  -0.643
O: 5.0844 4.0875 -4.8148  -0.607
H: 3.1074 -0.5465 -1.6688  -0.163
H: -3.6876 -3.3885 1.8412  0.372
C: -3.7946 4.1625 -0.6098  0.021
H: -3.9796 -2.0775 -0.5878  0.037
H: 6.7514 -6.0235 0.1882  0.400
H: 6.5964 -1.0595 -3.0818  0.382
H: -1.7236 -5.4355 1.7132  0.213
C: -0.3146 0.3475 0.2882  -0.593
H: 4.5194 -1.8895 -0.1448  0.177
H: 5.8144 2.4905 -6.8018  0.493
C: 6.5764 -3.8265 2.9652  -0.275
O: -0.9246 1.8185 8.2942  -0.517
C: -6.3866 -0.3255 -0.0438  -0.354
C: -1.3276 -5.0485 -0.1078  -0.306
H: -6.0456 1.5975 2.8952  0.470
O: -5.5136 4.4805 0.9262  -0.550
C: 0.4814 1.4075 -0.4288  -0.264
H: 7.2604 1.0895 -0.6888  0.200
H: 8.2184 -4.7225 1.7002  0.341
H: -2.3316 1.3295 -3.4798  0.215
H: -1.9266 5.0895 -0.6688  0.896
H: 4.9014 -1.7125 -6.9798  0.390
H: 2.4664 1.7255 -1.5028  0.430
H: 3.9184 0.4825 -3.0358  -0.127
H: -4.6306 1.2875 -2.4808  0.583
N: 2.7394 -3.9395 2.0072  0.945
C: -3.7916 1.7325 4.9142  -0.227
H: -5.8906 -1.1205 -0.5258  0.603
H: -0.4986 -5.8695 -0.0848  0.192
C: 5.0974 -3.6995 3.1462  -0.364
C: -2.1986 -3.1055 -1.5908  -0.231
H: 5.5754 0.3375 -7.9588  0.215

=====

C45H43BrHfN3OSSbSi | ωB97M-V with the def2-TZVPD basis set

Charge: +2
E_LUMO (eV): -6.408
HOMO (eV): -12.920

Each line ends with the Mulliken charge.
Geometry (Å):
H: 5.1572 -1.0949 3.7956  0.515
C: -3.2488 -3.8330 -2.4156  -0.443
H: -4.2325 -2.7040 2.0765  0.596
C: 3.3413 -2.0178 3.0843  1.116
C: -2.6914 -4.4823 -0.1581  -0.483
C: 2.3757 -2.0044 2.0378  -0.134
N: 0.3551 -2.8415 1.0314  0.512
C: -3.7425 -2.0094 1.4118  -0.789
C: -0.3708 2.2260 -4.8434  -0.822
H: -3.2914 0.7601 4.5499  0.408
H: -0.6408 2.9729 -5.5843  0.450
H: -4.1451 -0.5233 -1.5898  0.516
C: 3.3624 -1.3386 -2.1685  -0.368
C: -1.1583 -3.0873 -1.4501  0.278
C: 3.1984 -2.9116 4.1630  -0.776
H: 2.0121 -4.4513 5.0267  0.458
H: -3.0209 0.9639 2.8055  -0.218
C: 3.5159 -0.3200 0.9504  -0.106
C: -1.9553 -0.4586 0.9974  1.068
Hf: 0.5539 -1.1270 -0.4043  0.067
H: 2.3111 3.6762 -6.0839  0.416
C: -2.5514 -1.4184 1.8247  0.621
H: 3.9399 -2.9001 4.9457  0.487
H: 4.9686 -1.4598 -3.5671  0.460
C: 2.0965 0.3195 -3.9945  0.307
C: 3.3625 -0.1846 -4.2473  -0.044
H: -2.6190 -1.4000 3.9605  0.406
O: 0.0087 -2.5074 -1.6024  -0.651
C: 4.4134 -1.1048 3.0137  -0.830
C: 1.4885 3.3119 -1.3370  -0.538
N: 2.1475 -0.8427 -1.8730  -0.067
H: 2.4240 3.2909 -1.8741  0.613
H: 1.4364 4.0968 5.0465  0.470
H: -0.6663 4.4978 6.2964  0.418
H: 3.8179 -1.9700 -1.4116  0.579
C: 1.1790 -3.7659 3.1791  -0.557
H: 1.8873 1.4862 -0.2939  0.324
H: 2.7149 3.4689 -4.3965  0.266
C: -0.6277 2.0025 3.3727  0.850
C: -1.7951 3.1251 5.1121  -0.515
C: 2.6161 2.9453 -5.3426  -1.106
H: -2.0154 -2.8899 3.2701  0.557
C: 4.4888 -0.2429 1.9489  -1.329
H: -2.9942 3.9347 0.1761  0.531
C: 1.1747 2.2988 -0.4518  -0.732
C: -3.7018 -0.7892 -0.6436  -1.323
H: 0.6816 -0.2975 -6.8911  0.343
H: -2.6493 2.3754 0.9468  0.030
Si: 1.3391 1.5352 -5.2816  0.242
H: 1.4482 2.5068 3.1684  0.377
S: -0.1138 0.3235 -2.3168  -0.569
H: -3.9460 -3.8549 -3.2393  0.506
H: 0.9738 1.2147 -7.7207  0.358
H: -2.9546 -5.0044 0.7492  0.604
C: -1.9989 -1.8066 3.1634  -1.828
C: -0.0360 2.2959 0.2393  1.016
H: -3.9197 2.1779 3.7359  0.508
H: 2.3235 0.2374 -7.1965  0.361
H: -5.2679 -2.1382 -0.0791  0.512
C: -4.3273 -1.6915 0.2007  -0.937
Br: -5.2085 -5.4277 -1.0797  -0.084
C: -0.5943 -3.7266 0.8785  0.524
H: 3.8607 0.0934 -5.1622  0.432
C: 1.2682 -2.9069 2.0960  0.771
C: -3.0839 1.4822 3.7611  -1.401
C: -0.6466 3.8004 5.4728  -0.807
C: -1.4938 -3.7406 -0.2231  -0.146
H: -1.7795 -2.6624 -3.4452  0.590
H: 5.2741 0.4919 1.8684  0.499
C: 0.5302 3.5778 4.7749  -0.738
C: -2.2620 3.3787 0.7580  -1.573
H: -2.1382 3.8869 1.7159  0.367
H: -2.7138 3.3040 5.6496  0.495
C: -1.8106 2.2033 4.0646  1.096
H: -1.1385 1.4590 -4.8564  0.280
C: 1.5018 -0.0822 -2.7974  0.842
C: -0.6125 4.3482 -0.8465  -0.771
H: -0.7212 -4.5254 1.6074  0.352
N: 2.4846 -1.1532 0.9780  0.367
C: 1.3284 0.5741 -6.9196  -1.139
H: 0.8294 5.1589 -2.1962  0.451
C: -2.0588 -3.1586 -2.5280  -0.612
H: 3.5939 0.3254 0.0830  0.565
C: -3.5582 -4.5046 -1.2255  -0.635
Sb: -0.2087 0.6949 1.6793  1.906
C: -2.5267 -0.1690 -0.2432  -0.548
H: -1.3146 5.1536 -0.9999  0.532
H: -0.3913 2.7035 -3.8680  0.129
C: 0.5335 2.6802 3.7268  -1.262
C: -0.9498 3.3297 0.0430  0.679
H: -0.9794 -1.4454 3.3229  0.069
C: 3.9968 -1.0461 -3.3534  -1.554
H: 0.3610 -4.4624 3.2622  0.406
H: -2.1252 0.6236 -0.8660  0.869
C: 2.1308 -3.7661 4.2035  -1.281
C: 0.5895 4.3492 -1.5257  -1.017
H: 3.6021 2.5922 -5.6297  0.365

=====

> Which of these has the lowest HOMO?

C45H43BrHfN3OSSbSi